1.
A molecular structure, C23H22Co2NO7 in a non-equilibrium geometry. Source: the Open Molecules 2025 dataset; level of theory: ωB97M-V/def2-TZVPD.

## Properties
energy above the lowest of the compared OMol25 structures with the same formula, charge and spin: 1.2836 eV
F_max: 0.0758 Eh/bohr
gap between HOMO and LUMO: 6.190 eV
E: -115279.349 eV

```
! RIJCOSX wB97M-V def2-TZVPD def2/J DEFGRID3
* xyz -1 1
C -0.00168 1.27937 -1.58485
C 0.58355 1.66600 -0.27069
C 2.04053 1.41190 -0.10356
C -0.05114 2.69212 0.45876
N 0.47442 3.93494 0.65408
C -0.30854 4.78259 1.57537
C 0.42095 6.08256 1.81096
O 0.76130 6.70344 0.56625
C 1.75638 5.95077 -0.11340
C 1.27636 4.54944 -0.42282
H 0.29059 0.25932 -1.86477
H -1.09582 1.34337 -1.56752
H 0.34805 1.97701 -2.37039
H 2.31510 0.41165 -0.46930
H 2.67116 2.11599 -0.67731
H 2.30674 1.48864 0.95276
H -1.10235 2.59163 0.77157
H -1.31128 4.96980 1.15604
H -0.39053 4.23437 2.51683
H -0.25760 6.80805 2.27732
H 1.32555 5.88893 2.42282
H 1.92414 6.47829 -1.05493
H 2.69241 5.93406 0.46027
H 2.12583 3.90467 -0.63464
H 0.67288 4.62421 -1.34530
O 2.39499 -1.76769 -2.10574
C 1.96149 -1.87401 -1.03543
Co 1.18045 -2.12064 0.53004
C 1.84986 -3.59727 1.15269
O 2.50547 -4.44249 1.59210
C 1.62812 -0.94190 1.76980
O 1.87099 -0.17019 2.61169
C -0.98208 -2.83590 0.13924
C -0.89778 -4.04208 -0.65457
C -0.56639 -3.94004 -2.02965
C -0.48496 -5.07083 -2.84474
C -0.68693 -6.35103 -2.32206
C -0.91969 -6.47876 -0.94584
C -1.05943 -5.35607 -0.12149
C -1.14960 -2.18057 1.32494
C -0.40139 -1.70803 2.39024
Co -2.30873 -1.50352 0.11833
C -2.72711 -0.96652 -1.51015
O -2.86010 -0.79298 -2.64285
C -2.53846 -0.15373 1.23521
O -2.50850 0.63206 2.10170
C -3.78409 -2.31198 0.44988
O -4.79716 -2.82893 0.66011
H -0.37183 -2.94161 -2.43999
H -0.26904 -4.94173 -3.90510
H -0.65464 -7.23231 -2.96603
H -1.01820 -7.47315 -0.50316
H -1.28372 -5.46368 0.95182
H -0.80228 -0.83130 2.87798
H 0.21373 -2.39623 2.97748
*
```



2.
A molecular structure, C28H77AgCsN7O15S2 in a non-equilibrium geometry. Source: the Open Molecules 2025 dataset; level of theory: ωB97M-V/def2-TZVPD.

## Properties
energy above the lowest of the compared OMol25 structures with the same formula, charge and spin: 10.1465 eV
F_max: 0.0935 Eh/bohr
gap between HOMO and LUMO: 2.541 eV
E: -97633.071 eV

```
! RIJCOSX wB97M-V def2-TZVPD def2/J DEFGRID3
* xyz -1 2
Ag -0.00542 -20.65084 14.98108
Cs -2.55212 -16.89485 23.83465
S 4.65902 -18.64294 14.99824
O 4.79049 -17.18841 14.93876
O 3.36904 -19.09079 15.60362
O 4.90333 -19.15335 13.65972
O 5.81327 -18.76170 15.84702
S -2.07521 -20.27776 18.53434
O -3.13796 -21.10763 19.04498
O -1.86228 -19.12817 19.39691
O -0.80771 -21.08208 18.36388
O -2.51909 -19.87870 17.18902
C -2.33139 -15.50773 11.63078
C -1.74487 -16.99806 11.47790
C -1.22490 -17.17065 10.02367
O -0.96339 -18.51105 9.56688
C -0.35746 -18.54433 8.28311
N -0.80136 -17.28174 12.55782
H -2.91073 -15.53749 12.55358
H -2.93037 -15.25480 10.75593
H -1.47523 -14.86190 11.82571
H -2.59273 -17.66422 11.63748
H -0.20944 -16.77916 9.96306
H -2.01011 -16.70273 9.42988
H 0.56720 -17.97560 8.38139
H -0.95208 -18.18815 7.44188
H -0.15843 -19.59966 8.09662
H -0.04251 -16.62142 12.64860
H -1.24696 -16.90347 13.38150
C -3.41486 -25.14186 23.73597
C -4.48108 -24.16565 24.32392
C -4.69044 -24.37236 25.83974
O -5.05119 -25.73079 26.10846
C -5.11843 -26.01428 27.46876
N -3.95369 -22.87675 23.89960
H -3.54035 -25.12116 22.65342
H -3.58208 -26.15824 24.09255
H -2.40969 -24.94290 24.10764
H -5.39074 -24.33844 23.74880
H -5.33651 -23.69130 26.39367
H -3.68375 -24.29201 26.24987
H -5.49728 -27.03046 27.57799
H -5.54502 -25.24368 28.11089
H -4.07039 -26.01457 27.76826
H -3.04247 -22.72106 24.30647
H -3.95093 -22.81608 22.89143
C -9.11327 -18.72156 17.16418
C -7.66091 -18.34394 16.78733
C -6.94748 -17.43514 17.82607
O -7.54020 -16.12273 17.92588
C -7.42405 -15.32014 16.75819
N -6.98346 -19.55035 16.54579
H -9.11818 -19.09593 18.18786
H -9.42281 -19.55036 16.52750
H -9.84510 -17.91512 17.11740
H -7.74903 -17.82968 15.83032
H -5.87490 -17.38928 17.63751
H -7.07946 -17.96308 18.77051
H -6.47680 -14.99935 16.32470
H -7.97784 -14.38132 16.76424
H -7.98421 -15.86982 16.00177
H -6.09169 -19.15725 16.28061
H -6.74044 -19.86421 17.47452
C 0.56825 -13.16491 17.41218
C -0.94008 -12.96313 17.54200
C -1.38957 -11.84098 16.61267
O -2.80004 -11.51869 16.74000
C -3.10993 -10.21167 16.28129
N -1.62443 -14.15444 17.04929
H 0.93118 -13.28778 16.39175
H 0.94629 -14.03017 17.95672
H 1.06981 -12.30577 17.85762
H -1.36008 -12.62647 18.48982
H -1.16749 -12.12136 15.58302
H -0.83338 -10.93749 16.86258
H -2.99800 -10.07461 15.20575
H -2.51005 -9.40969 16.71147
H -4.14759 -9.99685 16.53667
H -2.60442 -13.92971 17.14534
H -1.58004 -14.94562 17.67552
C -7.11150 -28.26976 17.34386
C -5.92798 -27.53149 18.02808
C -4.70970 -28.49472 17.95526
O -5.06666 -29.80657 18.55974
C -3.98585 -30.78554 18.25669
N -5.65793 -26.25713 17.38547
H -6.97492 -28.62104 16.32109
H -7.84380 -27.48639 17.14846
H -7.29412 -29.21663 17.85197
H -6.24250 -27.37726 19.06026
H -3.95260 -28.07651 18.61859
H -4.17308 -28.48446 17.00656
H -4.36348 -31.70468 18.70464
H -3.01618 -30.47828 18.64840
H -3.77362 -30.93875 17.19859
H -6.43634 -25.69673 17.06904
H -5.11449 -25.70010 18.02928
C 2.84758 -23.94109 10.64881
C 2.04187 -23.59317 11.97264
C 2.82373 -24.07905 13.20806
O 2.04910 -23.79434 14.36616
C 2.62569 -24.26278 15.55000
N 1.88249 -22.12332 12.07924
H 3.91029 -23.72153 10.75146
H 2.34895 -23.57466 9.75149
H 2.74010 -25.02496 10.60672
H 1.05287 -24.02624 11.82288
H 3.85043 -23.71488 13.24488
H 2.88348 -25.15083 13.01878
H 2.89379 -25.31774 15.60738
H 2.04603 -24.08087 16.45499
H 3.55911 -23.72683 15.72201
H 1.62524 -21.74624 11.17827
H 2.74337 -21.60024 12.15252
C -5.17711 -24.85043 12.06960
C -4.38291 -23.63768 11.59110
C -5.14257 -22.61153 10.65874
O -5.73656 -23.41354 9.60792
C -6.37791 -22.67559 8.60607
N -3.78941 -23.08956 12.84302
H -4.58305 -25.44810 12.76097
H -5.63849 -25.46081 11.29329
H -6.06407 -24.49325 12.59285
H -3.61081 -24.08443 10.96470
H -4.51497 -21.79877 10.29313
H -5.98832 -22.19741 11.20765
H -5.60790 -22.07266 8.12473
H -7.08845 -21.93230 8.96764
H -6.90066 -23.30241 7.88363
H -3.92385 -23.91787 13.40509
H -4.33925 -22.33275 13.22384
*
```



3.
A molecular structure, C32H33CdN5O3S4. Source: the Open Molecules 2025 dataset; level of theory: ωB97M-V/def2-TZVPD.

## Properties
energy above the lowest of the compared OMol25 structures with the same formula, charge and spin: 0.4905 eV
F_max: 0.0141 Eh/bohr
gap between HOMO and LUMO: 7.595 eV
E: -95218.178 eV

```
! RIJCOSX wB97M-V def2-TZVPD def2/J DEFGRID3
* xyz 0 1
Cd -0.16480 -0.50423 -0.79997
O -3.25234 -0.34997 2.80793
C -3.32313 -1.67739 3.03101
C -4.21543 -2.11842 4.00995
C -4.35261 -3.46761 4.27059
C -3.60009 -4.40898 3.56687
C -2.70033 -3.97437 2.61517
C -2.54022 -2.61154 2.33192
C -1.55633 -2.15963 1.31652
O -1.57022 -0.92706 0.95935
N -0.72321 -3.09758 0.86052
N 0.13727 -2.58780 -0.04914
C 1.09852 -3.29060 -0.48239
C 2.04863 -2.67781 -1.43972
C 3.21487 -3.33173 -1.79567
C 4.09763 -2.71308 -2.66623
C 3.79986 -1.45296 -3.15240
C 2.61957 -0.86005 -2.73712
N 1.76099 -1.45717 -1.91823
H -2.56348 -0.22647 2.12297
H -4.78945 -1.37325 4.54966
H -5.05206 -3.79414 5.03395
H -3.71559 -5.46735 3.77040
H -2.08870 -4.67471 2.06068
H 1.25320 -4.30735 -0.13711
H 3.42598 -4.31371 -1.39106
H 5.01571 -3.21013 -2.95464
H 4.46637 -0.92854 -3.82170
H 2.35030 0.13677 -3.07733
C -2.58985 1.75405 -1.80894
C -3.42857 0.60864 -1.20405
N -2.93081 -0.72494 -1.53269
C -3.34517 -1.29333 -2.80303
C -2.64255 -0.68847 -4.01913
S -0.82567 -0.64459 -3.89973
C -0.49080 1.13347 -4.11790
C -0.34994 1.97772 -2.82726
N -1.15974 1.49076 -1.72011
H -2.84547 2.68705 -1.30343
H -2.85503 1.88740 -2.85784
H -4.47022 0.73820 -1.52119
H -3.40324 0.69821 -0.11878
H -3.16519 -1.35435 -0.78114
H -4.42527 -1.18832 -2.97343
H -3.12610 -2.36087 -2.76483
H -2.98302 0.32833 -4.20214
H -2.89068 -1.28010 -4.89985
H -1.28070 1.51503 -4.76359
H 0.43475 1.19127 -4.69187
H -0.59012 3.01540 -3.08380
H 0.68533 1.96635 -2.47941
H -0.75439 1.85966 -0.85521
O 0.90697 1.15969 0.06565
C 1.73223 1.73374 1.02673
C 1.79615 0.93739 2.33124
C 2.83992 0.76908 3.19571
C 2.48631 0.04020 4.37246
C 1.18018 -0.33360 4.37220
S 0.37763 0.19769 2.95948
C 1.20016 3.13437 1.38638
C 1.09395 3.74308 2.59797
C 0.47837 5.03387 2.53716
C 0.10581 5.37301 1.27631
S 0.50002 4.13191 0.15905
C 3.15149 1.86347 0.44384
C 3.76140 2.94012 -0.12561
C 5.01597 2.62446 -0.73685
C 5.33396 1.30843 -0.62169
S 4.13032 0.45505 0.24738
H 3.82474 1.17896 3.01910
H 3.18389 -0.19979 5.16607
H 0.64341 -0.90743 5.11581
H 1.45494 3.29178 3.51616
H 0.30910 5.66318 3.40430
H -0.37295 6.28110 0.93490
H 3.34261 3.93681 -0.10953
H 5.64723 3.35384 -1.23066
H 6.22774 0.79989 -0.95893
*
```



4.
A single C6H12O molecule. Source: the Open Molecules 2025 dataset; level of theory: ωB97M-V/def2-TZVPD.

## Properties
energy above the lowest of the compared OMol25 structures with the same formula, charge and spin: 1.0184 eV
F_max: 0.0059 Eh/bohr
gap between HOMO and LUMO: 10.894 eV
E: -8463.336 eV

```
! RIJCOSX wB97M-V def2-TZVPD def2/J DEFGRID3
* xyz 0 1
C -1.33134 -1.39593 0.52856
C -0.47753 -0.50059 -0.36282
C 0.21163 -1.23174 -1.49420
O -1.09696 0.76235 -0.62061
C 0.10805 0.75604 0.14910
C 0.04398 1.04252 1.63377
C 1.26016 1.45675 -0.56504
H -2.27654 -0.88549 0.73383
H -0.86000 -1.63995 1.48588
H -1.56393 -2.33700 0.02056
H 0.96821 -1.89718 -1.05768
H 0.71248 -0.55201 -2.18654
H -0.48656 -1.85663 -2.06021
H 0.91854 0.57404 2.10406
H 0.09384 2.11464 1.84718
H -0.85290 0.63435 2.10238
H 0.87076 1.93245 -1.46963
H 2.07118 0.78248 -0.85714
H 1.68692 2.24089 0.06856
*
```